# 1
C2H7N2 | wB97M-V/def2-TZVPD

```
11
Properties=species:S:1:pos:R:3:mulliken_charge:R:1
C -1.281 1.199 -0.508 -0.7537
N -0.550 -0.057 -0.248 -0.1756
C 0.661 -0.019 0.218 0.3134
N 1.252 -1.160 0.573 -0.3016
H -1.352 1.424 -1.575 0.3234
H -0.700 2.020 -0.112 0.2836
H -2.310 1.213 -0.152 0.3034
H -1.108 -0.884 -0.406 0.2581
H 1.209 0.921 0.299 0.2873
H 0.704 -1.994 0.451 0.2199
H 2.198 -1.215 0.901 0.2417
```

Values from the calculation:
net charge = +1
SMILES = CNC=[NH2+]
lowest unoccupied orbital energy = -3.89 eV
HOMO-LUMO gap = 11.69 eV
HOMO level = -0.573 Ha



# 2
C10H10BBrF4Mo | wB97M-V/def2-TZVPD

```
27
Properties=species:S:1:pos:R:3:mulliken_charge:R:1
C -1.942 -0.790 -0.603 -0.3290
C -1.341 -1.276 0.631 -1.0294
C -0.992 -0.148 1.427 0.0302
H -1.300 -2.321 0.915 0.5978
C -1.403 1.029 0.771 -0.1222
C -1.967 0.658 -0.508 -0.6811
H -2.495 1.320 -1.188 0.5055
H -2.413 -1.402 -1.370 0.5197
H -0.602 -0.218 2.434 0.4181
H -1.391 2.042 1.181 0.5002
Mo 0.229 -0.261 -0.976 0.6505
Br 1.403 -2.214 -0.006 -0.2847
C 2.014 0.606 -1.940 -0.3689
C 0.864 1.402 -2.312 -0.1439
C -0.086 0.513 -2.970 -0.7366
H 0.741 2.463 -2.146 0.4158
C 0.520 -0.791 -3.074 0.0435
C 1.822 -0.723 -2.465 -0.8695
H 2.564 -1.504 -2.499 0.5790
H 2.911 0.973 -1.459 0.4530
H -1.034 0.810 -3.391 0.4942
H 0.115 -1.652 -3.592 0.4058
F 1.968 0.559 3.910 -0.4142
B 0.760 0.298 4.641 0.5999
F -0.161 1.375 4.413 -0.4094
F 0.157 -0.916 4.147 -0.4437
F 1.059 0.167 6.028 -0.3805
```

Values from the calculation:
lowest unoccupied orbital energy (spin up / spin down) = -1.99 / -2.89 eV
multiplicity = 3
HOMO-LUMO gap (spin up / spin down) = 7.67 / 7.19 eV
HOMO level (spin up / spin down) = -0.355 / -0.370 Ha



# 3
C5H8O | wB97M-V/def2-TZVPD

```
14
Properties=species:S:1:pos:R:3:mulliken_charge:R:1
C 1.339 0.021 -1.200 -0.6187
C 0.581 -0.881 -0.588 -0.2489
C -0.936 -0.865 -0.542 -0.4115
O -1.547 0.376 -0.179 -0.3690
C -0.891 1.135 0.738 -0.0514
C 0.003 0.676 1.607 -0.6668
H 0.912 0.904 -1.671 0.2430
H 2.422 -0.054 -1.190 0.2817
H 1.059 -1.692 -0.040 0.3524
H -1.316 -1.067 -1.548 0.2968
H -1.302 -1.664 0.115 0.2879
H -1.151 2.185 0.634 0.3605
H 0.726 1.317 2.091 0.2718
H 0.100 -0.388 1.772 0.2722
```

Values from the calculation:
SMILES = C=CCOC=C
lowest unoccupied orbital energy = 1.13 eV
HOMO-LUMO gap = 9.75 eV
HOMO level = -0.317 Ha